1.
{
  "formula": "C3H8ClNSi",
  "method": "ωB97M-V with the def2-TZVPD basis set",
  "e_homo_ha": -0.344,
  "e_tot_ev": -25130.2693,
  "total_charge": 0,
  "homo_lumo_gap_ha": 0.34710,
  "multiplicity": 1,
  "symbols": ["C", "C", "C", "N", "Si", "Cl", "H", "H", "H", "H", "H", "H", "H", "H"],
  "xyz": [[0.90988, 1.74894, 1.66560], [0.72088, 0.99423, 0.60671], [0.46215, -1.73469, -0.93005], [-0.81396, -1.08970, -0.44619], [-1.02594, 0.48334, 0.12796], [-1.90102, 1.80322, -2.02726], [1.77738, 2.21615, 1.99055], [0.02574, 1.71900, 2.33241], [1.55220, 0.82474, -0.14763], [0.21342, -2.77323, -0.95752], [0.81603, -1.39585, -1.97067], [1.20820, -1.55377, -0.19680], [-1.65178, -1.64701, -0.73974], [-2.29318, 0.40463, 0.69263]],
  "mulliken_charge": [-0.677, -0.083, -0.798, -0.175, 0.426, -0.516, 0.314, 0.152, 0.313, 0.343, 0.235, 0.327, 0.248, -0.109]
}

=====

2.
{
  "formula": "C3H11NO",
  "method": "ωB97M-V with the def2-TZVPD basis set",
  "s2": 0.75,
  "e_homo_ha": [0.046, -0.186],
  "e_tot_ev": -6824.4766,
  "total_charge": -1,
  "homo_lumo_gap_ha": [0.11143, 0.34310],
  "multiplicity": 2,
  "symbols": ["C", "N", "C", "C", "H", "H", "H", "H", "H", "H", "H", "H", "H", "H", "H", "O"],
  "xyz": [[-0.22982, 0.38275, -1.28863], [0.16020, -0.02116, 0.05867], [-0.55319, -1.22630, 0.49587], [1.61958, -0.15090, 0.13671], [-0.84399, 1.28963, -1.24800], [-0.78622, -0.37428, -1.85520], [0.55216, 0.61015, -2.01461], [-1.06680, -1.75888, -0.30248], [0.11274, -1.88597, 1.03958], [-1.24884, -0.93778, 1.30264], [2.06239, 0.68027, 0.69260], [2.13156, -0.30726, -0.82194], [1.97303, -1.09338, 0.57362], [-1.78785, 0.98916, 1.13022], [-0.56430, 1.88654, 1.05823], [-1.53065, 1.91740, 1.04272]],
  "mulliken_charge": [-1.934, 3.454, -3.124, -3.478, 0.323, 0.500, 0.325, 0.795, 0.325, 0.430, 0.390, 0.742, 0.611, 0.265, 0.241, -0.866]
}

=====

3.
{
  "formula": "C5H8O",
  "method": "ωB97M-V with the def2-TZVPD basis set",
  "e_homo_ha": -0.359,
  "e_tot_ev": -7357.0901,
  "total_charge": 0,
  "homo_lumo_gap_ha": 0.38744,
  "multiplicity": 1,
  "smiles": "CC(C)=O.C#C",
  "symbols": ["C", "C", "C", "O", "H", "H", "H", "H", "H", "H", "C", "C", "H", "H"],
  "xyz": [[-1.01420, -1.12902, -0.25159], [-0.64545, 0.33483, -1.32983], [0.77753, 0.64803, -1.29363], [-1.61430, 0.89559, -1.68356], [-2.04992, -0.97674, 0.04468], [-0.41939, -1.80990, 0.36021], [-1.07390, -1.77415, -1.13205], [1.35258, -0.19404, -1.67868], [1.03481, 0.75520, -0.19474], [0.98197, 1.56932, -1.83593], [0.41185, 0.45797, 1.72394], [1.00989, 0.64276, 2.75689], [-0.34514, -0.16609, 0.87915], [1.59367, 0.74622, 3.63514]],
  "mulliken_charge": [-1.297, 0.638, -0.685, -0.473, 0.351, 0.419, 0.475, 0.305, 0.086, 0.300, -0.599, 0.142, -0.057, 0.396]
}